Record 1
The following is a quantum chemistry calculation of a 4-piece molecular cluster, C21H43N6O9PS overall, from OMol25.

XYZ file:
```
81
Properties=species:S:1:pos:R:3
C -1.593 -4.059 0.388
C -2.156 -2.647 0.477
N -1.990 -1.924 -0.783
P -2.165 -0.160 -0.819
C -0.683 0.239 0.169
C 0.374 1.071 -0.587
C 1.775 0.764 -0.076
C 2.023 1.009 1.417
N 3.445 0.996 1.783
C -3.939 -0.219 -0.372
C -4.323 0.114 1.100
N -5.103 1.353 1.225
N -5.092 -1.017 1.617
N -3.108 0.315 1.882
N -2.378 1.800 -1.092
C -2.336 2.685 -0.301
S -2.259 3.875 0.765
H -1.986 -4.569 -0.501
H -0.498 -4.040 0.320
H -1.865 -4.644 1.272
H -3.223 -2.694 0.727
H -1.662 -2.128 1.319
H -1.097 -2.189 -1.198
H -1.937 -0.208 -2.186
H -0.972 0.716 1.108
H -0.245 -0.732 0.434
H 0.144 2.137 -0.503
H 0.346 0.815 -1.655
H 1.962 -0.305 -0.263
H 2.513 1.319 -0.672
H 1.558 0.184 1.973
H 1.558 1.948 1.750
H 3.949 1.619 1.154
H 3.752 0.056 1.542
H -4.434 0.497 -1.035
H -4.274 -1.217 -0.668
H -4.486 2.162 1.233
H -5.731 1.475 0.439
H -5.715 -1.391 0.908
H -5.677 -0.673 2.377
H -2.890 -0.497 2.453
H -3.265 1.079 2.535
C 1.650 1.172 4.482
C 0.153 1.148 4.624
C -0.395 1.111 6.040
O -1.636 0.413 5.872
C -1.524 -0.369 4.773
O -2.328 -1.179 4.429
O -0.394 -0.080 4.099
H 1.942 1.016 3.442
H 2.033 2.142 4.802
H 2.110 0.390 5.087
H -0.309 1.965 4.062
H -0.586 2.088 6.475
H 0.248 0.524 6.701
C 2.493 3.272 -6.581
C 1.778 2.783 -5.351
C 2.350 3.220 -4.017
O 1.978 2.134 -3.162
C 1.858 1.023 -3.923
O 1.744 -0.084 -3.495
O 1.891 1.347 -5.232
H 2.117 2.761 -7.466
H 2.327 4.342 -6.704
H 3.566 3.086 -6.506
H 0.711 3.018 -5.396
H 1.932 4.144 -3.627
H 3.441 3.283 -4.047
C 1.392 -3.293 -2.526
C 2.394 -2.523 -1.711
C 3.812 -3.062 -1.692
O 4.287 -2.637 -0.406
C 3.217 -2.489 0.406
O 3.266 -2.266 1.575
O 2.070 -2.593 -0.304
H 0.383 -2.932 -2.327
H 1.600 -3.157 -3.587
H 1.430 -4.357 -2.287
H 2.393 -1.465 -1.990
H 4.459 -2.658 -2.465
H 3.827 -4.154 -1.721
```

Computed properties:
Lowest unoccupied orbital energy ... 0.01454 Ha
Highest occupied orbital energy ... -8.3 eV
SMILES ... CCN[PH](CCCCN)(CC(N)(N)N)N=C=S.C[C@@H]1COC(=O)O1.C[C@@H]1COC(=O)O1.C[C@@H]1COC(=O)O1
HOMO-LUMO gap ... 8.73 eV

=====

Record 2
The following is a quantum chemistry calculation of C21H43O16Tl as an isolated structure, from OMol25.

XYZ file:
```
81
Properties=species:S:1:pos:R:3
Tl -3.515 3.165 -3.700
C 0.916 1.921 0.357
O -0.048 2.370 -0.548
H 0.776 0.902 0.718
H 1.906 1.948 -0.099
H 0.986 2.461 1.301
C -1.826 -0.619 6.518
C -0.965 -0.026 5.381
O 0.298 0.383 5.940
C 0.456 1.669 6.435
O -0.369 2.581 6.324
O 1.604 1.704 7.118
C 2.086 2.874 7.554
H -1.671 -1.680 6.711
H -2.859 -0.591 6.169
H -1.809 -0.122 7.488
H -1.489 0.865 5.037
H -0.936 -0.759 4.575
H 2.800 2.619 8.336
H 1.375 3.495 8.099
H 2.560 3.432 6.746
C 8.175 -1.073 -1.670
C 7.425 0.043 -2.382
O 8.288 0.362 -3.485
C 9.173 1.298 -3.347
O 9.341 1.988 -2.347
O 9.781 1.479 -4.542
C 11.121 1.966 -4.687
H 8.554 -1.811 -2.377
H 7.547 -1.496 -0.885
H 9.090 -0.645 -1.261
H 7.147 0.893 -1.758
H 6.521 -0.349 -2.849
H 11.364 2.217 -5.719
H 11.839 1.255 -4.278
H 11.189 2.937 -4.196
C 2.337 -8.453 -1.139
C 1.410 -7.266 -0.674
O 2.350 -6.491 0.080
C 1.987 -5.421 0.797
O 0.852 -4.953 0.882
O 3.077 -4.816 1.131
C 3.076 -3.746 2.096
H 3.118 -8.042 -1.778
H 1.688 -9.198 -1.599
H 2.777 -8.965 -0.283
H 0.531 -7.539 -0.090
H 0.997 -6.799 -1.568
H 4.092 -3.414 2.306
H 2.486 -4.041 2.964
H 2.619 -2.879 1.619
C -9.415 8.188 -0.235
C -8.834 6.777 -0.009
O -7.709 6.903 0.841
C -6.578 6.147 0.624
O -6.258 5.383 -0.325
O -5.721 6.549 1.569
C -4.516 5.878 1.775
H -9.610 8.653 0.731
H -10.384 8.155 -0.733
H -8.685 8.906 -0.610
H -8.587 6.421 -1.009
H -9.501 6.002 0.368
H -3.948 5.692 0.863
H -4.637 4.975 2.374
H -3.842 6.519 2.343
C -6.707 -4.056 -4.988
C -5.633 -3.010 -4.910
O -4.360 -3.616 -4.538
C -3.383 -2.776 -4.115
O -3.610 -1.652 -3.670
O -2.339 -3.475 -3.830
C -1.139 -2.783 -3.363
H -6.180 -4.996 -5.153
H -7.444 -3.874 -5.770
H -7.105 -4.090 -3.974
H -5.982 -2.239 -4.223
H -5.495 -2.537 -5.882
H -1.450 -2.241 -2.470
H -0.834 -1.969 -4.020
H -0.338 -3.465 -3.078
```

Computed properties:
Net charge ... +2
Lowest unoccupied orbital energy ... -0.46002 Ha
Highest occupied orbital energy ... -13.9 eV
ΔE to the lowest compared entry with this formula, charge and spin ... 413.4 kJ/mol
HOMO-LUMO gap ... 1.43 eV